No. 1
C12H28IrN3PS | ωB97M-V with the def2-TZVPD basis set

Values from the calculation:
Kohn-Sham gap   8.22 eV
Spin multiplicity   1
Total charge   +3

The geometry in XYZ format:
```
46
Properties=species:S:1:pos:R:3:forces:R:3:mulliken_charge:R:1
Ir -0.4831 -0.8562 0.6299 -0.27 0.69 0.04 1.061
N 0.8181 -2.1908 -0.1890 0.17 -0.19 0.18 -0.696
C 2.2420 -2.2742 0.3290 -0.19 -0.04 0.01 -0.483
C 2.3174 -2.3651 1.8427 0.11 0.08 -0.04 -0.828
C 2.0291 -1.0600 2.5627 0.10 -0.03 -0.01 -0.471
N 0.5811 -0.6774 2.4553 0.20 -0.26 0.07 -0.708
H 0.4051 -3.1205 -0.0650 -0.01 -0.02 -0.03 0.468
H 0.8758 -2.0662 -1.1994 -0.02 0.00 0.01 0.336
H 2.7791 -1.4086 -0.0562 -0.02 0.00 0.06 0.244
H 2.6763 -3.1653 -0.1269 0.00 0.01 -0.01 0.488
H 3.3418 -2.6530 2.0909 -0.02 -0.01 0.00 0.411
H 1.6952 -3.1826 2.2249 -0.03 0.04 -0.02 0.329
H 2.6284 -0.2458 2.1543 -0.04 -0.05 0.01 0.267
H 2.2818 -1.1466 3.6196 -0.02 0.00 0.00 0.475
H 0.4619 0.2328 2.8992 0.02 0.05 -0.05 0.341
H 0.0895 -1.3140 3.0924 -0.04 0.06 -0.02 0.448
S -3.2733 -2.4103 -2.6224 -0.03 0.04 0.05 0.067
C -4.1093 -1.6735 -1.3303 0.01 -0.06 -0.12 -0.193
C -3.2376 -1.1244 -0.4564 0.12 -0.01 0.02 -0.718
N -1.9020 -1.2837 -0.8067 -0.21 -0.47 -0.01 0.194
C -1.8052 -1.9702 -1.9416 0.05 0.24 -0.01 -0.189
H -5.1877 -1.6834 -1.2745 0.00 0.01 0.00 0.471
H -3.5102 -0.6047 0.4472 -0.01 0.01 0.05 0.355
H -0.8726 -2.2041 -2.4325 0.00 -0.02 0.00 0.272
C 2.4363 2.7290 -0.7704 -0.05 -0.06 0.05 -1.303
C 2.0345 1.2666 -0.4802 0.07 0.07 0.05 -0.167
P 0.2426 1.0522 -0.3582 0.04 0.10 0.01 0.657
C -0.4666 2.1542 0.8872 0.13 0.11 -0.09 -0.887
C -1.7935 1.5545 1.3687 0.16 0.12 -0.21 -1.151
C -0.4176 1.4223 -1.9978 0.01 0.04 -0.02 -0.534
C -1.9148 1.6618 -2.1933 -0.01 -0.10 0.01 -1.114
H 3.5233 2.7902 -0.7598 0.00 -0.01 0.00 0.422
H 2.0623 3.4094 -0.0056 0.00 0.02 -0.02 0.373
H 2.1033 3.0683 -1.7481 -0.02 0.00 -0.02 0.400
H 2.4932 0.9506 0.4586 -0.07 -0.04 -0.02 -0.048
H 2.4004 0.6063 -1.2718 -0.01 -0.01 -0.01 0.450
H -0.5995 3.1597 0.4797 -0.10 0.00 0.04 0.612
H 0.2669 2.2467 1.6930 -0.05 0.02 0.04 0.455
H -2.5725 1.6247 0.6154 -0.03 -0.08 -0.01 0.305
H -2.1501 2.0467 2.2743 0.01 -0.14 0.09 0.433
H -1.7184 0.4699 1.6820 0.00 -0.23 0.04 0.311
H -0.0147 0.6737 -2.6866 -0.05 -0.01 -0.04 0.449
H 0.1215 2.3495 -2.2302 0.03 -0.01 -0.03 0.451
H -2.4952 0.7403 -2.1620 0.03 0.11 0.02 0.188
H -2.0625 2.1061 -3.1763 0.00 0.00 -0.01 0.434
H -2.3204 2.3651 -1.4658 0.02 0.02 -0.04 0.323
```
Forces are in eV/Å.

---

No. 2
C5H15N | ωB97M-V with the def2-TZVPD basis set

Values from the calculation:
Kohn-Sham gap (spin up / spin down)   10.47 / 4.69 eV
Spin multiplicity   2
Total charge   +1

The geometry in XYZ format:
```
21
Properties=species:S:1:pos:R:3:forces:R:3:mulliken_charge:R:1
C -1.1365 0.3246 -2.9900 -1.71 -1.17 -0.01 -0.678
N -0.5364 -0.9020 -2.4451 1.76 2.51 -3.22 -0.079
H -0.4430 1.0550 -3.3900 1.25 -0.16 -0.07 0.360
H -1.6811 0.9834 -2.3259 -0.09 -0.18 1.09 0.309
H -1.8594 0.0652 -3.7622 0.18 -0.20 0.01 0.377
H -0.4061 -1.5674 -3.2325 -0.97 -0.62 0.96 0.395
H 0.4185 -0.7490 -2.0991 -0.43 -0.14 1.39 0.290
C 0.6742 -1.2930 1.7754 -1.27 1.48 -0.24 -1.446
C 0.6372 0.1242 1.1692 -0.60 -0.14 -0.54 1.011
C -0.7996 0.5473 0.7455 0.01 -0.46 1.52 -1.207
C 1.2405 1.1435 2.1042 0.92 0.57 -0.24 -1.502
H 1.6793 -1.5396 2.0097 0.83 -0.54 0.21 0.413
H 0.0600 -1.3073 2.6822 0.15 -0.13 -0.05 0.335
H 0.2243 -1.9570 1.0524 0.07 -0.63 -0.08 0.369
H 1.2521 0.0887 0.2501 0.00 0.09 0.13 -0.025
H -0.7910 1.4646 0.1409 -0.17 -0.34 0.03 0.238
H -1.4009 0.7367 1.6744 0.52 0.15 -0.72 0.364
H -1.3481 -0.3036 0.3126 0.17 0.28 -0.51 0.347
H 2.3121 0.9734 2.2113 0.03 -0.47 0.39 0.401
H 1.2737 2.1514 1.6740 -0.67 -0.01 0.14 0.380
H 0.7696 1.1397 3.0913 0.01 0.11 -0.19 0.348
```
Forces are in eV/Å.

---

No. 3
C4H13N3 | ωB97M-V with the def2-TZVPD basis set

Values from the calculation:
Kohn-Sham gap (spin up / spin down)   9.38 / 3.90 eV
Spin multiplicity   2
Total charge   +1

The geometry in XYZ format:
```
20
Properties=species:S:1:pos:R:3:forces:R:3:mulliken_charge:R:1
N -1.3460 0.6806 -1.5203 2.86 -2.54 3.62 -0.220
C -0.1681 -0.0098 -0.7046 -0.87 2.92 0.01 0.238
C -0.2968 -0.2375 0.8330 -4.95 -1.73 -1.82 -1.100
C -0.5875 0.9939 1.5870 0.86 3.00 0.29 -0.211
N 0.5017 1.3005 2.5319 -2.06 0.55 0.62 -0.593
C 0.1894 -1.3660 -1.2649 0.47 -0.54 -5.52 -0.665
N 1.6540 -1.3728 -1.4471 -5.28 1.47 0.79 -0.364
H -1.0323 1.5888 -1.8183 -0.78 0.38 -0.46 0.336
H -2.2956 0.3902 -1.2810 0.05 0.42 -0.63 0.319
H 0.6676 0.7436 -0.9317 -1.05 -1.40 0.52 0.302
H 0.5232 -0.7451 1.1417 3.31 -0.94 0.72 0.552
H -1.0370 -1.2447 1.0585 1.15 3.16 -0.80 0.358
H -0.6232 1.9852 0.9495 -0.59 -2.20 0.32 0.262
H -1.5342 0.8958 2.1011 -0.20 0.19 0.27 0.252
H 1.3822 0.9341 2.2733 0.94 0.07 -0.36 0.189
H 0.4669 2.3135 2.6720 0.80 -0.73 0.27 0.247
H -0.3500 -2.2638 -0.9330 0.62 0.39 1.15 0.350
H -0.3586 -1.2983 -2.2974 1.71 -0.47 1.10 0.375
H 2.1541 -1.6594 -0.7085 2.01 -1.09 3.53 0.174
H 2.0903 -1.6287 -2.2413 0.99 -0.92 -3.62 0.199
```
Forces are in eV/Å.

---

No. 4
CH2IN2PS | ωB97M-V with the def2-TZVPD basis set

Values from the calculation:
Kohn-Sham gap (spin up / spin down)   5.74 / 6.62 eV
Spin multiplicity   1

The geometry in XYZ format:
```
8
Properties=species:S:1:pos:R:3:forces:R:3:mulliken_charge:R:1
C -2.7711 1.5922 -0.0292 -0.01 -0.17 -0.93 0.181
N -1.7351 1.5245 -0.7252 -2.86 0.41 1.58 0.381
N -0.5595 1.5455 -0.9177 1.49 -0.05 -2.13 -0.533
P 0.6284 0.9274 0.1400 0.58 -0.35 1.33 0.003
S -4.0730 2.4069 0.3509 0.00 0.29 0.37 -0.167
I -3.7815 -1.0836 -0.0093 0.35 -0.06 -0.09 -0.043
H 1.3088 2.1504 0.2255 0.03 0.40 0.36 0.088
H 1.4809 0.6333 -0.9082 0.41 -0.48 -0.50 0.090
```
Forces are in eV/Å.

---

Calculated energy above the lowest of the compared OMol25 structures with the same formula, charge and spin, 0.0, 24.7, 76.6, 95.0 kcal per mole (same order as the records).
Calculated total energy, -40305.2176, -6908.3649, -8817.6816, -32269.6633 eV (same order as the records).